Density functional theory data (the ωB97M-V functional and the def2-TZVPD basis) for a single C6H11NO2 molecule in a non-equilibrium geometry.

Summary:
electronic energy	-11980.81724	eV
energy relative to the best compared isomer or geometry (same formula, charge and spin)	125.7	kcal per mole
maximum force	2.54	eV/Å
SMILES string	[H]/N=C/C(C)(C)C1(C)OO1
HOMO level	-0.3484	Ha

CARTESIAN COORDINATES (ANGSTROEM)
C -1.12 -0.37 0.17
C 0.28 0.21 0.29
C -1.59 -0.86 -1.16
C 0.36 1.52 -0.51
C 0.70 0.45 1.75
C 1.22 -0.85 -0.27
O -1.78 -0.87 1.19
O -2.07 0.56 1.34
N 1.82 -0.69 -1.37
H 2.46 -1.46 -1.58
H 1.34 -1.73 0.37
H -0.88 -0.67 -1.97
H -1.80 -1.93 -1.10
H -2.53 -0.34 -1.38
H 1.36 1.94 -0.42
H 0.10 1.25 2.18
H -0.36 2.23 -0.11
H 0.17 1.36 -1.57
H 0.54 -0.44 2.36
H 1.76 0.70 1.78